## w
The following is a quantum chemistry calculation of a gas-phase ion, C7H12 (charge +1), from the Open Molecules 2025 dataset.

Geometry as XYZ:
```
19
Properties=species:S:1:pos:R:3:mulliken_spin:R:1
C -0.6382 0.9079 -0.2214 -0.04
C 0.7337 -0.2918 -2.0838 0.00
C 0.0482 -0.1922 1.8873 0.22
C 1.0498 -0.5753 2.9239 0.00
C -0.5700 0.1433 -1.5423 0.10
C -1.7869 -0.0645 -2.0940 0.22
C 0.4182 0.5036 0.7582 0.21
H -1.0040 -0.2974 2.1544 0.01
H 0.7270 -0.4873 -3.1671 0.00
H -1.9115 -0.4893 -3.0947 0.01
H -2.5785 0.6431 -1.8141 0.00
H 1.4575 0.5374 -1.8503 0.01
H 1.3363 0.1350 0.3156 0.02
H -0.8979 1.9952 -0.3332 0.10
H 1.1911 -1.1600 -1.5849 0.02
H 1.9986 -0.6514 2.3715 0.00
H 0.8630 -1.4741 3.5233 0.01
H 1.2001 0.2451 3.6661 0.04
H -1.6365 0.5726 0.1854 0.06
```

Frontier orbital gap (spin up / spin down)   10.520 / 4.637 eV
Total charge   +1
Spin multiplicity   2

***

## x
The following is a quantum chemistry calculation of a gas-phase ion, C7H12 (charge +1), from the Open Molecules 2025 dataset.

Geometry as XYZ:
```
19
Properties=species:S:1:pos:R:3:mulliken_spin:R:1
C -1.0965 0.8776 0.3456 0.00
C 0.8590 2.2758 -0.3699 0.02
C 0.0566 -2.4657 -0.8982 0.43
C 0.2452 1.1065 -0.3183 0.06
C 0.9629 -0.1270 -0.9146 0.06
C -0.9899 -0.0297 1.5711 0.01
C 0.7108 -1.4353 -0.2472 0.27
H -0.0118 0.0159 2.0353 0.00
H -1.2084 -1.0919 1.4357 0.02
H 1.1151 -1.5608 0.7564 0.04
H 1.8820 2.3748 -0.6962 0.00
H 0.4347 -0.2094 -1.8736 0.00
H -1.8595 0.5473 -0.3675 0.00
H -1.6548 0.3550 2.3249 0.01
H -0.8031 -2.2044 -1.5100 0.05
H 2.0428 -0.0140 -0.9935 0.02
H 0.3248 3.1961 -0.1734 0.01
H -1.4068 1.8746 0.6590 0.01
H 0.3970 -3.4853 -0.7654 0.03
```

Frontier orbital gap (spin up / spin down)   8.320 / 5.339 eV
Total charge   +1
Spin multiplicity   2

***

Going by the energies, x is most stable and the next is 11.1 kJ/mol up.

***

## w
The following is a quantum chemistry calculation of a single C2H6N4OS molecule, from the Open Molecules 2025 dataset.

Geometry as XYZ:
```
14
Properties=species:S:1:pos:R:3:lowdin_charge:R:1
S 0.1849 1.3115 -0.1779 0.88
O -0.1484 -0.9733 -1.3438 0.00
N -1.9092 -0.6554 0.0767 -0.09
N 2.2713 -0.6706 1.2527 0.11
N 1.7803 0.8674 -0.6647 -0.33
N -2.7531 0.4158 0.5122 -0.07
C 2.4203 -0.2430 0.0865 -0.33
C -0.6842 -0.3348 -0.4882 -0.74
H 1.7917 0.8080 -1.6563 0.05
H -2.4892 1.3450 0.0620 0.06
H 1.5041 -0.3218 1.7235 -0.01
H -2.2753 -1.3578 -0.6238 0.16
H -2.8840 0.4827 1.7438 0.20
H 3.1908 -0.6737 -0.5025 0.10
```

SMILES   [H]/N=C\NSC(=O)NN
Frontier orbital gap   10.001 eV
Total charge   0

***

## x
The following is a quantum chemistry calculation of a single C2H6N4OS molecule, from the Open Molecules 2025 dataset.

Geometry as XYZ:
```
14
Properties=species:S:1:pos:R:3:lowdin_charge:R:1
S -0.1421 0.3267 4.0058 0.65
O -0.7261 -0.1995 1.5427 -0.27
N -0.3738 -1.0503 0.5507 -0.06
N -0.3812 -1.0062 -1.6552 0.08
N 0.3495 1.0543 -0.5638 -0.07
N 0.7182 1.5194 -1.9001 -0.10
C -0.1813 -0.7722 2.7830 -0.62
C -0.0524 -0.2909 -0.6366 -0.50
H 1.8568 1.2376 -2.0125 0.17
H -1.3264 -1.5154 0.1354 0.19
H -0.1827 -0.4757 -2.5496 0.04
H 0.2293 -1.9304 2.7372 0.14
H 0.1022 1.5120 -2.8467 0.14
H 0.1099 1.5908 0.4096 0.21
```

SMILES   [H]/N=C(\NN)NOC=S
Frontier orbital gap   8.806 eV
Total charge   0

***

Going by the energies, w is most stable and the next is 348.7 kJ/mol up.

***

## w
The following is a quantum chemistry calculation of a gas-phase ion, C2H6N3OS (charge +1), from the Open Molecules 2025 dataset.

Geometry as XYZ:
```
13
Properties=species:S:1:pos:R:3:lowdin_charge:R:1
S -0.0823 0.4771 -1.5422 1.05
O 0.4472 -0.1969 1.2164 -0.04
N -1.3703 1.2668 -1.8590 -0.21
N 0.2721 -2.4171 0.3812 0.17
N 0.5416 1.4326 -0.3352 -0.27
C 0.3206 -1.1272 0.2807 -0.26
C -0.0226 1.2062 0.9370 -0.15
H 0.5670 -2.8291 1.3043 0.17
H 0.3747 1.8352 1.6649 0.12
H 1.5701 1.3409 -0.3477 0.13
H -1.0936 1.2289 1.1861 0.15
H -1.9941 0.7735 -2.3922 -0.03
H 0.4695 -2.9909 -0.4942 0.17
```

Frontier orbital gap (spin up / spin down)   8.024 / 8.016 eV
Total charge   +1

***

## x
The following is a quantum chemistry calculation of 3 unconnected molecules or ions with the total composition C2H6N3OS, from the Open Molecules 2025 dataset.

Geometry as XYZ:
```
13
Properties=species:S:1:pos:R:3:lowdin_charge:R:1
S 2.1363 -2.2432 -0.0244 0.90
O 3.0477 0.8521 0.3142 -0.04
N -2.0513 -0.4410 -0.0398 0.22
N 4.1971 0.8744 0.0133 -0.19
N 0.4653 -0.1021 0.4234 0.05
C 5.3012 0.8503 -0.3067 0.21
C 1.3133 -0.9766 0.2420 -0.81
H -2.5588 0.4156 0.1837 0.13
H -2.4250 -1.2180 0.5058 0.13
H -0.9165 -0.2964 0.1836 0.05
H -2.1666 -0.6390 -1.0334 0.13
H 6.3179 0.9037 -0.5505 0.08
H 0.7469 0.8376 0.6686 0.11
```

Frontier orbital gap   9.737 eV
Total charge   +1

***

## y
The following is a quantum chemistry calculation of a gas-phase ion, C2H6N3OS (charge +1), from the Open Molecules 2025 dataset.

Geometry as XYZ:
```
13
Properties=species:S:1:pos:R:3:lowdin_charge:R:1
S -1.3325 1.3249 -1.5107 1.01
O -1.6934 1.2751 0.1491 -0.43
N 1.0489 -0.2201 -0.3407 0.08
N -1.0361 -0.3480 -1.5989 -0.27
N 0.7030 0.8131 0.5957 0.10
C -0.3255 -0.7357 -0.4301 -0.33
C -0.6669 0.2451 0.7368 -0.13
H 1.4814 0.0892 -1.2078 0.15
H -0.3867 -1.8091 -0.2488 0.17
H 1.3021 0.8025 1.4344 0.20
H 0.6441 1.7839 0.2251 0.18
H -1.0232 -0.0335 1.7193 0.17
H -1.8374 -0.9314 -1.8131 0.10
```

SMILES   N1[NH2+][C@H]2OSN[C@@H]12
Frontier orbital gap   10.100 eV
Total charge   +1

***

Going by the energies, x is most stable and the next is 18.3 kJ/mol up.